C3H4N2OS | ωB97M-V with the def2-TZVPD basis set

For the molecular weight, the calculation gives 116.14 g/mol. The value obtained for the largest force on an atom is 2.80 eV/A. Its spin multiplicity is 1. The calculation puts the lowest unoccupied orbital energy (spin up / spin down) at -1.27 / -1.27 eV. Its structure (SMILES) is C=CN=C=O.N=S. The calculation puts the HOMO energy (spin up / spin down) at -0.3200 / -0.3197 Eh.

Atoms and positions in Å:
C  -1.023  0.173  0.112
C  -3.347  -0.761  -0.307
C  -0.681  1.400  -0.250
N  -2.242  -0.415  -0.172
N  3.669  -1.257  0.236
O  -4.444  -1.161  -0.377
S  2.193  -1.573  0.103
H  -0.270  -0.417  0.660
H  -1.272  2.162  -0.734
H  0.364  1.759  0.081
H  4.421  -1.666  -0.414

Forces on the atoms, in the same order (eV/Å):
0.2737 0.0395 -0.0236
-1.2221 -0.5222 0.4243
2.2463 1.0322 0.9532
1.9575 0.5176 0.1260
2.7856 0.2333 -0.2222
-0.3921 -0.0426 -0.3381
-0.9457 -0.5786 -0.5407
-0.7912 0.0231 -0.3169
-0.3299 -0.3293 -0.1835
-1.7867 -0.6981 -0.6179
-1.7955 0.3250 0.7394